{
  "formula": "C20H22N2O2S",
  "method": "wB97M-V/def2-TZVPD",
  "relative_energy_kj_mol": 1696.4,
  "spin_multiplicity": 1,
  "homo_ev": -7.86,
  "lumo_ev": 0.53,
  "energy_ha": -1432.91934,
  "fmax_ev_per_a": 16.32,
  "orbital_gap_ev": 8.3894,
  "symbols": ["S", "O", "O", "N", "N", "C", "C", "C", "C", "C", "C", "C", "C", "C", "C", "C", "C", "C", "C", "C", "C", "C", "C", "C", "C", "H", "H", "H", "H", "H", "H", "H", "H", "H", "H", "H", "H", "H", "H", "H", "H", "H", "H", "H", "H", "H", "H"],
  "coordinates": [[-4.49127, 0.52874, 2.62254], [-1.65549, -1.84415, -0.37844], [0.74748, 1.58382, 1.36845], [0.34870, 0.33428, -0.66082], [-1.44701, 1.21489, 0.72440], [-2.78768, 0.37165, 2.55482], [-2.69786, 2.65941, 1.98138], [4.14612, 1.10386, -1.02661], [1.95766, -0.58548, -2.02361], [-2.03932, -3.09703, -0.21247], [-4.56880, -1.23984, 3.22945], [3.30034, -0.91338, -2.66336], [-3.54286, -2.82504, -0.21239], [-2.82715, -0.90331, -0.37924], [-2.34299, -0.88834, 2.81331], [1.69243, 0.37004, -1.20527], [-2.31159, 0.64226, -0.34644], [2.66254, 1.23486, -0.77783], [-1.88625, 1.49367, 1.95186], [-0.13192, 1.15491, 0.37075], [5.60310, 0.16288, -2.74489], [6.74511, 0.75678, -2.02341], [-3.31784, -1.62752, 3.23094], [4.37280, 0.16292, -2.07037], [-3.80321, -1.59570, -0.12908], [-4.93131, -1.08843, -0.10903], [6.67867, 0.53206, -1.03853], [5.81275, -1.06751, -2.53833], [-5.44209, -1.58265, 3.49456], [-2.18053, 3.53113, 1.30442], [-3.07697, 3.11763, 2.97998], [-0.14183, -0.22329, -1.07191], [7.65494, 0.61413, -2.56059], [-2.05883, 0.75540, -1.49397], [5.56019, 0.21663, -3.67558], [3.52160, -1.51807, -3.46766], [-3.31166, 1.33174, -0.20401], [2.55647, 2.05077, 0.14642], [-0.91207, 1.52348, 2.59752], [-1.34074, -0.96422, 2.78621], [1.17277, -1.08329, -2.39398], [-4.35357, -3.72294, -0.27975], [4.79192, 1.73451, -0.94472], [-3.14529, -2.89920, 3.65317], [6.40732, 1.85569, -2.19300], [-3.59464, 2.52897, 1.17077], [-1.39212, -3.89772, -0.15566]],
  "forces_ev_per_a": [[-0.17, -2.26, 1.10], [1.03, 2.80, -0.13], [-3.94, -1.38, -5.35], [6.88, 10.27, 6.32], [2.13, -3.42, -8.65], [0.67, 0.70, -1.57], [-2.54, 6.59, -3.04], [-12.37, -9.51, -4.79], [7.19, -4.46, -6.10], [-8.31, 4.38, -0.74], [2.47, 5.78, -2.40], [-1.70, 7.77, 7.04], [2.61, -15.01, 0.42], [12.26, 6.28, 0.24], [1.32, 5.25, -1.12], [-0.92, 4.06, 4.87], [-4.79, 0.19, -1.37], [4.45, 3.39, 4.66], [0.17, -2.00, 6.34], [5.67, -0.30, 6.40], [3.32, -7.30, 7.75], [-1.54, 4.40, -3.86], [-2.17, -10.71, 3.71], [-4.94, -1.85, -0.23], [-12.76, 4.80, 0.61], [3.17, -1.62, 0.15], [0.47, -0.71, 2.98], [-0.04, 2.46, -1.21], [-4.22, -2.07, 1.40], [-0.72, -1.66, 2.16], [0.71, -1.13, -1.86], [-7.60, -7.81, -5.58], [0.81, -0.20, 0.17], [0.44, 0.66, 2.73], [-0.23, 1.00, -8.21], [0.27, -1.33, -1.38], [2.05, -2.17, -0.81], [-0.75, -2.32, -2.89], [-1.73, 0.34, -0.96], [3.27, -1.27, -0.01], [-2.86, -2.42, -1.25], [2.14, 2.37, 0.51], [6.99, 7.48, 2.03], [-0.34, 4.04, -1.37], [1.53, -0.90, 0.91], [1.44, 0.13, 2.48], [1.20, -1.35, -0.07]],
  "nbo_charge": [0.3340, -0.4618, -0.7280, -0.5564, -0.4358, -0.1360, -0.6183, -0.2401, -0.1764, 0.1301, -0.3293, -0.2220, -0.2952, 0.2514, -0.3311, 0.0391, -0.2886, -0.1416, -0.1547, 0.7924, -0.4014, -0.5898, -0.1795, 0.0641, -0.3401, 0.2548, 0.2119, 0.1738, 0.2092, 0.2267, 0.2537, 0.3701, 0.2204, 0.2589, 0.2051, 0.2093, 0.2337, 0.2697, 0.3050, 0.2378, 0.1883, 0.2194, 0.1744, 0.2006, 0.1813, 0.2015, 0.2098]
}